An isolated ion of composition C10H20NO2 and charge +1 at a distorted geometry, computed with ωB97M-V/def2-TZVPD.

Last column: natural (NBO) charge in e.
Cartesian coordinates (Å):
C1 -0.9713 -1.9360 2.5729  -0.66
C2 -0.7773 -2.4983 1.0682  -0.06
O1 -2.0104 -2.2123 0.3449  -0.53
C3 -1.6453 -1.9038 -0.9896  0.79
O2 -0.9035 -2.7201 -1.5948  -0.58
C4 -2.1357 -0.6376 -1.8128  -0.52
C5 -2.1910 0.7278 -0.9851  -0.41
C6 -0.9552 0.9682 -0.0054  -0.42
C7 0.4580 1.1569 -0.7422  -0.09
C8 1.1851 2.3282 0.1117  -0.44
C9 2.7220 1.8659 0.4477  -0.43
C10 2.8639 0.7161 -0.6533  -0.26
N1 1.4950 0.0533 -0.5962  -0.54
H1 -1.2643 -2.7518 3.3139  0.25
H2 -0.0615 -1.3378 2.9181  0.21
H3 -1.8497 -1.1909 2.5784  0.23
H4 -0.4591 -3.5894 1.0418  0.23
H5 0.0489 -1.8391 0.6105  0.12
H6 -1.5284 -0.5804 -2.7777  0.25
H7 -3.2162 -0.8565 -2.1485  0.27
H8 -3.1619 0.7464 -0.3773  0.24
H9 -2.2293 1.6186 -1.6990  0.23
H10 -0.8162 0.1774 0.8010  0.22
H11 -1.1698 1.9512 0.5497  0.25
H12 0.3518 1.6005 -1.7968  0.26
H13 0.7980 2.5383 1.1699  0.24
H14 1.2840 3.3604 -0.3503  0.25
H15 3.4944 2.6938 0.3973  0.27
H16 2.7576 1.4213 1.5042  0.22
H17 3.2201 1.1161 -1.6522  0.25
H18 3.6574 -0.0060 -0.2468  0.24
H19 1.4870 -0.6417 -1.3681  0.47
H20 1.5229 -0.3385 0.3658  0.45

For the gap between HOMO and LUMO, the calculation gives 0.3778 hartree. The SMILES is CCOC(=O)CCC[C@H]1CCC[NH2+]1. The LUMO energy is -3.13 eV. The net charge is +1. For the HOMO energy, the calculation gives -13.414 eV. The calculation puts the calculated total energy at -16270.48615 eV. As for the relative energy (zero: lowest compared OMol25 entry of this formula, charge and spin): 75.8 kcal/mol.